Entry from OMol25: C4H4N2 as an isolated structure at a distorted geometry (ωB97M-V/def2-TZVPD).

CARTESIAN COORDINATES (ANGSTROEM)
C (-1.834, 0.792, 1.160)
C (-2.355, -0.376, 1.285)
C (-0.576, 0.108, 0.953)
C (0.044, 0.065, -0.408)
N (-2.361, -1.725, 1.403)
N (-1.186, -1.928, 1.207)
H (0.069, 0.040, 1.821)
H (0.183, 1.078, -0.781)
H (-0.603, -0.462, -1.107)
H (1.003, -0.443, -0.372)

Cartesian forces, eV/Å:
C -0.268 -1.440 0.230
C 0.175 -0.177 -0.016
C 0.243 1.501 -0.380
C 0.040 -0.487 0.169
N -5.009 1.800 0.676
N 4.744 -1.168 -0.724
H 0.099 -0.131 0.019
H -0.014 0.121 0.074
H -0.083 0.041 -0.005
H 0.074 -0.059 -0.042

<S²>: 2.03
ΔE to the lowest compared entry with this formula, charge and spin: 100.7 kcal/mol
2S+1: 3
HOMO level (alpha / beta): -6.768 / -10.092 eV
Orbital gap (alpha / beta): 0.246 / 0.303 hartree
Electronic energy: -264.0067 a.u.

List of Löwdin charges in e, atom by atom: C 0.0369; C -0.1087; C -0.2208; C -0.0780; N -0.0901; N 0.0892; H 0.1148; H 0.0877; H 0.0894; H 0.0797



Entry from OMol25: C4H4N2O in the gas phase (ωB97M-V/def2-TZVPD).

CARTESIAN COORDINATES (ANGSTROEM)
O (-0.050, 2.088, 1.318)
C (-0.035, 1.037, 0.710)
C (-0.827, -0.150, 0.971)
C (-0.792, -1.187, 0.104)
N (-0.146, -1.170, -1.119)
C (0.664, -0.182, -1.284)
N (0.857, 0.809, -0.369)
H (-1.403, -0.165, 1.889)
H (-1.301, -2.116, 0.345)
H (1.241, -0.077, -2.204)
H (1.796, 1.165, -0.319)

Cartesian forces, eV/Å:
O 0.291 -0.449 -0.157
C 0.070 0.022 0.099
C -0.071 0.001 -0.036
C -0.150 0.043 0.056
N 0.017 0.194 0.071
C -0.041 -0.282 0.110
N 0.059 -0.231 0.039
H 0.046 -0.084 -0.128
H -0.076 0.112 -0.141
H -0.007 -0.247 0.223
H -0.137 0.923 -0.136

ΔE to the lowest compared entry with this formula, charge and spin: 3.5 kcal/mol
2S+1: 1
HOMO level: -9.524 eV
Orbital gap: 0.362 hartree
Structure (SMILES): O=c1ccnc[nH]1
Electronic energy: -339.5761 a.u.

List of Löwdin charges in e, atom by atom: O 0.0667; C -0.4630; C 0.0076; C -0.1251; N 0.0633; C -0.1833; N 0.1317; H 0.1143; H 0.1075; H 0.1291; H 0.1513



Entry from OMol25: C4H4N2O in the gas phase at a distorted geometry (ωB97M-V/def2-TZVPD).

CARTESIAN COORDINATES (ANGSTROEM)
O (-0.406, -2.294, -1.264)
C (-0.164, -1.152, -0.878)
N (-0.140, -0.029, -1.585)
C (0.205, 1.119, -0.933)
C (0.246, 1.219, 0.461)
C (0.079, 0.006, 1.189)
N (0.013, -1.075, 0.493)
H (0.292, 2.059, -1.536)
H (0.145, 2.181, 0.907)
H (0.023, -0.039, 2.302)
H (-0.292, -1.996, 0.844)

Cartesian forces, eV/Å:
O 0.115 0.583 -0.519
C -0.675 -1.936 -0.651
N 1.590 3.173 -0.226
C -1.404 -1.358 -1.102
C -0.392 -1.706 0.893
C 0.526 3.918 0.812
N -0.832 -2.643 0.630
H -0.105 -1.100 0.400
H 0.470 0.353 0.514
H 0.011 -0.011 -1.126
H 0.696 0.727 0.376

ΔE to the lowest compared entry with this formula, charge and spin: 13.7 kcal/mol
2S+1: 1
HOMO level: -8.987 eV
Orbital gap: 0.325 hartree
Structure (SMILES): O=c1nccc[nH]1
Electronic energy: -339.5599 a.u.

List of Löwdin charges in e, atom by atom: O 0.0246; C -0.5864; N 0.1377; C -0.0977; C -0.0649; C -0.0673; N 0.1180; H 0.1235; H 0.0830; H 0.1461; H 0.1834



Entry from OMol25: a 2-piece molecular cluster, C4H4N2O overall at a distorted geometry (ωB97M-V/def2-TZVPD).

CARTESIAN COORDINATES (ANGSTROEM)
C (-1.411, -1.221, 0.131)
N (-1.854, -0.018, 0.033)
O (-1.651, 0.948, 0.796)
H (-1.653, -1.949, -0.621)
H (-0.777, -1.484, 0.957)
H (-2.454, 0.185, -0.789)
C (1.696, 1.961, -0.232)
C (1.972, 0.793, -0.136)
C (2.230, -0.538, 0.018)
N (2.424, -1.660, 0.170)
H (1.478, 2.983, -0.327)

Cartesian forces, eV/Å:
C 0.260 -0.398 0.091
N -0.403 -0.200 -0.800
O 0.134 0.554 0.465
H -0.199 0.095 -0.200
H 0.066 0.127 0.171
H 0.203 -0.152 0.261
C 0.362 -1.268 0.053
C -0.370 1.450 -0.109
C 0.069 -0.541 0.107
N 0.060 -0.259 -0.010
H -0.181 0.592 -0.030

ΔE to the lowest compared entry with this formula, charge and spin: 117.5 kcal/mol
2S+1: 1
HOMO level (alpha / beta): -9.139 / -9.138 eV
Orbital gap (alpha / beta): 0.359 / 0.359 hartree
Structure (SMILES): C=[NH+][O-].C#CC#N
Electronic energy: -339.3944 a.u.

List of Löwdin charges in e, atom by atom: C 0.0383; N -0.2539; O -0.1080; H 0.0736; H 0.0814; H 0.1667; C 0.1759; C -0.1203; C -0.2631; N 0.1679; H 0.0413



Entry from OMol25: C4H4N2O in the gas phase (ωB97M-V/def2-TZVPD).

CARTESIAN COORDINATES (ANGSTROEM)
O (1.735, -2.156, 0.350)
C (0.875, -1.630, -0.320)
C (0.148, -0.391, -0.044)
C (-0.782, 0.130, -0.909)
N (-1.226, 1.349, -0.501)
C (-0.571, 1.577, 0.617)
N (0.269, 0.566, 0.952)
H (0.551, -2.064, -1.294)
H (-1.133, -0.351, -1.813)
H (-0.674, 2.480, 1.206)
H (0.825, 0.535, 1.795)

Cartesian forces, eV/Å:
O -0.258 0.315 -0.022
C 0.119 -0.007 0.197
C -0.045 0.054 -0.200
C -0.024 -0.109 -0.181
N 0.105 -0.052 0.168
C -0.028 0.038 0.035
N -0.034 -0.010 -0.068
H 0.073 0.007 0.271
H -0.001 0.169 0.064
H 0.065 -0.219 0.019
H 0.029 -0.185 -0.282

ΔE to the lowest compared entry with this formula, charge and spin: 6.4 kcal/mol
2S+1: 1
HOMO level: -9.581 eV
Orbital gap: 0.366 hartree
Structure (SMILES): O=Cc1cnc[nH]1
Electronic energy: -339.5715 a.u.

List of Löwdin charges in e, atom by atom: O 0.0406; C -0.2345; C -0.2250; C -0.1096; N 0.0652; C -0.1814; N 0.1180; H 0.1257; H 0.1143; H 0.1236; H 0.1630



Entry from OMol25: C4H4N2O in the gas phase at a distorted geometry (ωB97M-V/def2-TZVPD).

CARTESIAN COORDINATES (ANGSTROEM)
N (-3.208, -0.535, 0.189)
C (-2.154, 0.116, 0.135)
C (-0.695, 0.226, -0.064)
N (-0.109, 1.481, -0.080)
C (0.169, -0.935, -0.115)
C (1.628, -0.859, 0.000)
O (2.122, 0.254, 0.298)
H (-0.617, 2.425, -0.232)
H (0.931, 1.522, 0.179)
H (-0.336, -1.931, -0.233)
H (2.268, -1.765, -0.077)

Cartesian forces, eV/Å:
N 6.642 4.895 -0.176
C -5.412 -5.608 -0.573
C 2.828 0.331 0.294
N -0.418 1.527 0.361
C -2.202 -0.027 -0.195
C -1.119 2.411 0.807
O 0.549 -1.779 -0.595
H 0.808 -2.785 0.599
H -1.837 -0.522 -0.773
H 0.594 1.196 0.339
H -0.433 0.361 -0.088

ΔE to the lowest compared entry with this formula, charge and spin: 53.9 kcal/mol
2S+1: 1
HOMO level: -9.087 eV
Orbital gap: 0.302 hartree
Structure (SMILES): N#C/C(N)=C/C=O
Electronic energy: -339.4958 a.u.

List of Löwdin charges in e, atom by atom: N 0.1502; C -0.1054; C -0.2989; N 0.0899; C -0.0341; C -0.2314; O -0.0563; H 0.1540; H 0.1019; H 0.1094; H 0.1208



Entry from OMol25: C4H4N2O in the gas phase (ωB97M-V/def2-TZVPD).

CARTESIAN COORDINATES (ANGSTROEM)
H (2.647, 1.143, 0.065)
N (2.359, 0.164, 0.051)
C (1.099, 0.062, 0.028)
C (0.421, -1.247, 0.000)
N (-0.847, -1.410, -0.037)
C (-1.628, -0.250, -0.045)
C (-1.078, 0.969, -0.012)
O (0.268, 1.162, 0.027)
H (1.078, -2.114, 0.010)
H (-2.702, -0.388, -0.076)
H (-1.617, 1.910, -0.011)

Cartesian forces, eV/Å:
H -0.003 -0.078 0.005
N -0.346 0.084 -0.007
C 0.188 -0.046 -0.001
C -0.159 -0.108 -0.005
N 0.333 0.161 0.016
C -0.013 0.216 0.005
C -0.180 -0.175 -0.008
O 0.060 -0.082 -0.002
H -0.083 0.113 -0.005
H 0.179 0.099 0.006
H 0.025 -0.184 -0.004

ΔE to the lowest compared entry with this formula, charge and spin: 30.7 kcal/mol
2S+1: 1
HOMO level: -9.047 eV
Orbital gap: 0.334 hartree
Structure (SMILES): [H]/N=c1/cncco1
Electronic energy: -339.5327 a.u.

List of Löwdin charges in e, atom by atom: H 0.0664; N 0.1571; C -0.4023; C -0.0724; N 0.0795; C -0.1255; C -0.0940; O 0.0418; H 0.1196; H 0.1043; H 0.1254



Entry from OMol25: C4H4N2O in the gas phase (ωB97M-V/def2-TZVPD).

CARTESIAN COORDINATES (ANGSTROEM)
H (2.463, 0.709, -0.785)
N (2.099, -0.163, -0.408)
C (1.116, 0.051, 0.349)
C (0.176, -1.038, 0.605)
C (-1.014, -0.724, 0.081)
C (-1.353, 0.689, -0.027)
N (-0.613, 1.661, 0.373)
O (0.691, 1.319, 0.709)
H (0.524, -2.037, 0.847)
H (-1.670, -1.476, -0.329)
H (-2.345, 0.993, -0.346)

Cartesian forces, eV/Å:
H 0.296 0.116 0.277
N 0.094 0.253 0.375
C 0.179 -0.135 -0.384
C -0.040 -0.028 -0.406
C -0.006 -0.030 0.118
C 0.086 0.130 -0.003
N -0.364 -0.317 -0.287
O 0.178 -0.097 -0.021
H -0.029 0.155 -0.263
H -0.486 -0.042 0.557
H 0.094 -0.006 0.038

ΔE to the lowest compared entry with this formula, charge and spin: 71.4 kcal/mol
2S+1: 1
HOMO level: -9.574 eV
Orbital gap: 0.349 hartree
Structure (SMILES): [H]/N=c1/cccno1
Electronic energy: -339.4679 a.u.

List of Löwdin charges in e, atom by atom: H 0.0724; N 0.1838; C -0.4567; C 0.0055; C -0.0547; C -0.1361; N 0.0780; O -0.0327; H 0.1198; H 0.1078; H 0.1130



Question: 2S+1 of number 8 (C4H4N2O)?
Answer: 1



Question: Number 2 is which compound?
Answer: C4H4N2O